No. 1
{"formula": "C32H62Cl12O10S4", "method": "ωB97M-V/def2-TZVPD", "homo_ev": -6.62, "gap_ev": 6.268, "species": ["H", "C", "H", "H", "C", "O", "H", "H", "H", "H", "C", "H", "C", "Cl", "H", "C", "Cl", "H", "C", "H", "Cl", "H", "H", "Cl", "H", "S", "C", "C", "C", "H", "H", "C", "H", "H", "H", "Cl", "S", "C", "H", "Cl", "H", "H", "H", "C", "C", "C", "O", "O", "O", "H", "C", "H", "C", "S", "H", "H", "Cl", "H", "C", "H", "C", "C", "H", "C", "H", "C", "H", "H", "Cl", "H", "H", "H", "C", "Cl", "H", "H", "O", "H", "C", "H", "H", "H", "H", "C", "C", "O", "H", "H", "C", "H", "H", "C", "H", "S", "C", "H", "H", "C", "H", "H", "O", "H", "H", "H", "O", "H", "C", "Cl", "C", "H", "H", "H", "O", "Cl", "O", "H", "H", "C", "Cl", "H"], "xyz": [[-1.7412, 0.8173, -1.5540], [1.2879, 1.3825, 6.1424], [-2.3662, -4.3424, 2.7707], [6.2421, 2.6450, 0.7604], [-2.8877, -3.6905, 2.0760], [-4.3067, -3.2704, 4.2939], [-3.5667, 2.1612, 4.7327], [2.2999, -5.7454, 1.1578], [-2.9885, -5.4174, 0.7031], [1.8802, 1.0632, 2.5554], [-3.4718, 1.2294, -4.1227], [-6.1242, 1.3053, -0.7428], [-5.2006, 1.0458, -1.2575], [4.6290, 1.4233, 2.0211], [-5.4832, 0.8965, -2.2975], [-0.9400, 0.1338, -1.2723], [-4.0656, 2.4184, -1.2129], [2.9578, -1.1014, -4.2227], [2.0454, 0.8039, 3.5982], [2.1409, 2.3186, -1.2061], [3.0297, -1.6132, -1.9344], [1.9872, -0.6927, 6.2278], [-4.3175, 4.0271, -4.2695], [2.4583, -5.0131, -1.7834], [-1.7357, -0.9320, 0.3661], [2.2087, 2.2079, 4.7538], [-2.1954, 1.7790, -3.4846], [2.3358, 2.1643, -3.2436], [1.0678, -0.1525, 4.2542], [-3.5943, -3.8926, 0.0025], [-2.2353, -2.8436, 1.8622], [3.0172, 2.2104, -1.8512], [4.4010, -2.7967, 0.0730], [-5.8179, -3.1042, 1.1727], [2.0114, 3.7369, -4.8311], [2.7665, 3.5996, 0.2229], [-4.2827, -2.8560, 2.8896], [0.5035, -0.6171, 0.4235], [3.0705, 1.6230, -3.8571], [-1.5720, 2.3664, 2.7645], [5.0880, 3.6267, 1.6929], [-2.6853, 0.4691, 2.3158], [5.2209, -3.4385, 2.5362], [-3.4835, 1.1992, 4.2396], [2.6393, -1.9581, -3.6267], [1.3910, -5.2993, 0.7653], [3.6033, 2.3654, 5.1077], [-2.5535, 4.1547, -2.4534], [2.3630, 0.6078, -0.6020], [-2.0694, 1.5600, -2.4261], [1.1753, -2.2225, -3.8327], [4.8509, 3.6613, -0.9029], [5.1982, 2.7541, 1.0532], [3.7707, 4.3720, -3.2695], [-3.7722, 1.9071, 2.1786], [-4.3177, 1.1986, -3.4332], [-2.4092, 0.0576, 5.1243], [0.1973, -0.4610, 6.1067], [-3.7410, 2.1547, -5.3290], [-0.9469, -0.7678, -1.8901], [1.1800, -0.1068, 5.7994], [4.3712, 2.9568, -0.2290], [1.4014, 1.6115, -3.2875], [-4.5382, -0.1481, -0.6191], [1.0770, -2.3762, -4.9062], [5.6767, -2.7219, 1.8538], [0.8644, -3.0321, -3.1808], [6.4811, -3.2291, 1.3252], [0.0642, -0.8644, -3.4437], [0.0343, 0.1406, 4.0446], [0.7288, -6.0883, 0.4147], [3.2537, -2.8051, -3.9244], [4.6410, -2.1481, 0.9184], [-5.5870, -1.5886, -0.7497], [-4.7524, 2.0379, -5.7172], [-3.3897, 0.2210, -4.5275], [0.2980, 0.8548, -1.4147], [-1.1991, 0.7415, 0.7193], [1.6423, -4.3257, -0.3609], [3.0741, 0.4341, 3.6485], [1.0507, -1.1722, 3.8595], [0.6949, -3.8824, -0.6729], [-1.3661, 1.3379, -4.0428], [-3.0637, 1.3635, 2.7983], [-0.9454, -0.1900, 0.2107], [4.7586, 3.9687, -4.2666], [0.7056, -1.6188, 0.0511], [-6.5657, -3.8366, 2.5483], [-3.5038, -4.4811, 0.9137], [5.0796, 2.9671, -1.7699], [4.1589, 2.0174, -0.7357], [-5.6191, -3.7622, 2.0235], [-3.6115, -0.4277, -1.1140], [-2.1264, 3.5527, -3.7026], [-4.8849, -4.9615, 1.4192], [-3.0135, 1.8799, -6.0947], [0.7622, -0.3614, 1.4442], [1.1985, 0.3384, -0.5605], [-4.3431, 0.0421, 0.4339], [1.7321, 1.7047, 7.0808], [-4.3328, -1.4504, 2.5308], [3.4304, 1.2255, -1.6425], [2.2391, -3.4653, -0.0621], [-3.2161, 4.3523, -5.6061], [3.6122, 5.7438, -2.8463], [1.3397, 4.0101, -3.2612], [4.0561, 3.3250, -1.8038], [6.3260, -1.4600, 2.8853], [2.2130, 3.5989, -3.7727], [-4.7544, -5.7576, 2.1531], [-5.4906, -5.3344, 0.5928], [4.9461, -1.2264, 0.4219], [-0.9444, 3.9919, -4.3757], [0.4521, -4.4905, 2.0442], [1.4039, 3.3184, 4.2843], [0.3545, 1.9393, 6.0401], [-4.4139, 0.6350, 4.2803], [-3.5404, 3.5916, -4.8984], [3.1133, -1.7336, 1.7387], [3.8199, 3.9254, -0.9256]], "atomic_forces_ev_per_a": [[0.7, -1.1, 1.2], [0.2, 1.0, -0.9], [-0.3, 0.0, 0.3], [0.0, -0.3, 0.1], [-0.2, 0.5, -0.2], [0.2, 0.8, -1.2], [0.2, -0.1, 0.2], [0.0, 0.2, 0.2], [0.6, 0.3, -0.1], [-0.3, 0.5, 0.2], [-0.5, 0.6, -0.3], [0.2, 0.1, 0.2], [-0.4, 0.1, 0.2], [0.3, -1.1, 0.5], [0.1, -0.3, 0.2], [-0.8, 0.6, 2.2], [-0.8, -0.2, 0.7], [0.0, 0.0, 0.2], [1.0, -0.4, 0.8], [1.6, 0.8, -0.7], [0.2, -0.3, -0.3], [0.1, -0.1, -0.1], [-0.4, -0.3, -0.2], [-0.1, -0.4, 0.1], [0.3, -0.1, 0.5], [-0.7, -0.7, 0.0], [0.6, -0.8, -0.6], [1.9, -0.2, -1.3], [-0.8, -0.1, 0.0], [0.0, 0.1, 0.0], [0.2, -0.3, -0.5], [-1.7, 0.7, -6.1], [0.0, -0.4, 0.4], [-0.1, 0.0, 0.2], [0.3, -0.2, -0.2], [-1.9, 1.6, 6.2], [-1.1, -1.4, 1.7], [-1.1, 1.5, -0.4], [-0.3, 0.0, -0.4], [0.3, 0.5, 0.0], [0.2, 0.2, -0.2], [-0.8, -0.4, 0.2], [-0.1, -0.1, -0.2], [-0.6, -1.2, -0.5], [0.3, 0.7, -0.1], [-0.3, -0.5, -0.6], [-0.5, 0.2, -0.1], [0.8, 0.3, -0.7], [-2.6, -3.1, 3.0], [-0.5, 1.1, -1.6], [0.3, 0.0, -0.5], [4.5, 0.6, 7.0], [-0.6, 0.6, -0.1], [-0.6, -1.3, -1.3], [-0.3, -0.2, 0.2], [0.4, 0.3, -0.4], [0.1, 0.5, 0.0], [0.3, -0.3, 0.7], [-0.2, 0.2, 0.0], [-0.6, 0.7, 1.2], [-0.6, 0.8, -0.7], [5.0, -4.5, 16.6], [0.0, 0.2, 0.2], [0.1, -0.1, -0.1], [-0.4, -0.6, 0.1], [-0.6, -0.3, 0.1], [-0.2, -0.3, -0.4], [0.0, 0.2, -0.1], [1.9, -1.3, -2.7], [0.1, 0.5, -0.1], [0.2, -0.2, 0.0], [-0.3, -0.2, -0.1], [0.0, 0.3, -0.9], [-0.1, 0.1, -0.2], [0.1, -0.2, -0.1], [0.4, -0.1, 0.3], [-0.1, 0.0, -0.3], [0.2, -0.2, 0.4], [-0.2, 1.1, 0.2], [-0.3, -0.4, 0.0], [0.7, -0.1, 0.1], [-0.1, -0.3, -0.2], [0.3, 0.3, 0.1], [1.3, 0.4, 0.1], [-0.9, -0.4, -0.9], [-0.1, 0.6, 0.1], [0.1, -0.2, 0.6], [0.4, -0.4, 0.6], [-0.5, -0.4, 0.5], [0.5, -0.4, -4.9], [1.4, -0.2, 2.6], [1.1, 1.1, -1.3], [0.0, 0.2, -0.1], [-2.2, -0.2, -0.1], [-0.7, 0.2, 0.2], [-0.1, 0.2, -0.2], [0.6, -0.7, 0.0], [0.1, -0.8, 1.4], [0.0, -0.2, 0.0], [0.3, -0.4, 0.0], [0.2, -0.3, 0.0], [0.8, 1.1, -1.3], [0.1, -0.3, 0.2], [-0.2, -0.3, -0.4], [0.1, 0.0, -0.3], [0.3, 0.6, 0.1], [-4.7, 1.7, -15.0], [0.5, 0.3, 0.4], [-0.9, 0.0, 0.5], [0.0, 0.0, 0.0], [0.1, -0.2, 0.0], [0.3, 0.1, 0.4], [0.7, 0.0, 0.0], [0.2, 0.2, 0.1], [0.5, -0.1, 0.3], [-0.3, -0.5, 0.1], [-0.3, 0.4, -0.1], [1.1, 0.8, 1.3], [0.2, -0.4, 0.2], [-3.1, 4.3, -6.1]]}

=====

No. 2
{"formula": "C57H46HgN7O4P2Te", "method": "ωB97M-V/def2-TZVPD", "s2": 0.769, "spin_multiplicity": 2, "total_charge": -2, "homo_ev": [0.36, -2.33], "gap_ev": [3.085, 5.777], "species": ["C", "C", "H", "C", "P", "N", "C", "C", "N", "H", "C", "C", "H", "C", "C", "C", "H", "O", "H", "H", "H", "H", "H", "C", "H", "C", "H", "C", "H", "H", "C", "H", "H", "H", "H", "C", "C", "H", "C", "C", "C", "H", "H", "C", "C", "C", "C", "O", "Te", "H", "H", "H", "N", "C", "C", "H", "O", "H", "C", "C", "C", "C", "C", "C", "H", "H", "C", "H", "C", "C", "H", "C", "C", "C", "C", "O", "C", "C", "P", "C", "C", "H", "C", "C", "H", "H", "Hg", "H", "H", "C", "C", "C", "H", "H", "H", "N", "H", "H", "C", "N", "N", "C", "H", "C", "H", "C", "C", "H", "C", "C", "C", "H", "H", "H", "C", "C", "N", "H"], "xyz": [[1.7966, 0.0920, 3.7391], [7.3805, 0.5568, -2.1508], [7.4270, 0.5838, 4.5836], [2.7896, -4.0652, -1.2408], [0.9894, 1.1687, 1.2814], [-0.6391, -3.0252, 0.7205], [-2.0748, -2.9257, -3.2917], [1.3024, -3.7659, 1.4243], [0.1576, -1.9385, 0.7489], [-1.4223, 0.4762, 2.7511], [-3.8445, -2.0766, -0.8391], [-2.4357, -3.2253, -4.5877], [-4.2033, -1.4242, -1.6245], [3.4473, -3.4978, -0.1511], [0.1032, 4.8275, 2.9549], [3.4542, -2.1221, 0.0192], [-0.4616, -5.1095, 1.1288], [-8.0820, 2.8603, 0.7327], [-2.0351, -3.7236, -2.5618], [-2.6605, -4.2540, -4.8551], [2.1498, -1.6754, 1.2784], [-3.1869, 3.8541, -2.0247], [2.7908, -5.1401, -1.3771], [-3.6951, 0.4896, 1.1037], [-0.4860, 6.6293, 1.9462], [-1.0792, 2.8501, -4.0381], [-5.8135, -2.6497, -0.2540], [-6.0066, 3.0659, -0.2517], [-5.7469, -5.1607, 1.2231], [6.5989, 1.0820, -4.0755], [-0.0111, 2.3018, -3.3077], [0.0350, 3.1759, -0.5259], [-4.5101, 0.0206, 1.6905], [7.8591, 0.0529, -0.1171], [1.6227, -1.2205, -2.6739], [-0.7952, -0.2750, 4.6641], [-0.5819, 0.2367, 3.3928], [4.2803, 2.3146, 6.5630], [0.4275, 3.4848, 2.8194], [-2.9463, -3.6038, 1.2230], [-4.3082, -3.5760, 0.9896], [2.1096, -4.3984, 1.7555], [1.5906, -3.6804, -2.9807], [-2.5084, -2.2303, -5.5573], [6.4822, 1.1147, 4.5180], [2.1470, -1.8655, -1.9746], [-0.2289, 4.9916, 0.5820], [-7.7547, 4.4744, -0.8317], [3.8842, 2.7323, 1.3643], [6.4698, 1.1587, 2.3720], [-2.0795, -2.4470, -7.6700], [-6.1250, 1.5025, 1.1785], [-0.1878, 1.0082, -3.0827], [-1.7752, -1.6205, -2.8293], [-0.2201, 5.5847, 1.8370], [8.4089, 0.5116, -2.4904], [-2.5601, 0.0125, 1.2359], [-0.4996, 5.5694, -0.2931], [-5.2739, -4.3787, 1.8227], [0.0913, 3.6488, 0.4472], [4.1308, 2.4408, 4.4215], [5.7556, 0.3641, -0.3838], [2.1289, -3.2482, -2.1449], [2.7460, 0.9673, 0.9305], [2.8001, 0.2139, 3.3529], [4.2487, 1.1681, -3.2912], [-2.4516, -2.1442, -0.6398], [2.4265, -0.6275, 5.6607], [0.2850, -0.5735, 5.4886], [6.3662, 0.8765, -3.0373], [-3.6838, -1.8084, -7.3213], [0.4355, 2.8883, 1.5630], [7.0696, 0.3031, -0.8170], [5.0454, 0.9272, -2.5946], [-2.1351, -0.9615, -5.1564], [-2.0338, 1.9342, -0.8124], [-4.7508, -2.7636, -0.0644], [-3.8394, 3.3466, -1.3210], [2.9047, 0.5677, -0.8605], [-2.9256, -2.5158, -6.9796], [5.9451, 1.4365, 3.2782], [3.9440, -4.1343, 0.5731], [1.5799, -0.3927, 5.0256], [0.0169, -4.1457, 1.1186], [-1.2257, 3.8715, -4.3461], [0.1152, -0.9488, 6.4913], [-0.6041, 0.1813, -0.3355], [-2.5628, -4.1649, 2.0670], [-1.8077, -0.4494, 5.0071], [0.7207, 0.4274, 2.9286], [4.7339, 2.1134, 3.2144], [-5.4846, 2.0108, 0.4684], [3.1849, 2.9685, 4.4356], [-2.1241, -0.1627, -5.8906], [3.9408, -1.6847, 0.8856], [-7.3261, 3.4819, -0.1114], [0.8882, 2.7750, -2.9491], [-5.5650, 4.5480, -1.7316], [-4.1269, 1.5964, 0.3098], [-1.5604, -1.4412, -1.4658], [5.9060, 1.4224, 5.6795], [4.7448, 2.0737, 5.6120], [0.6647, 2.8994, 3.7001], [-1.7561, -0.6490, -3.8511], [-3.3395, -3.5216, -7.0652], [-5.1426, 3.7311, -1.1626], [-3.2604, 2.2586, -0.5950], [5.5175, 0.1714, 0.6551], [-1.9289, 1.7937, -4.2416], [2.8193, -1.2905, -0.8992], [4.7195, 0.6628, -1.2694], [-6.0713, -3.7481, 2.2210], [-4.7673, -4.8604, 2.6607], [0.1006, 5.2810, 3.9394], [-2.0354, -2.9055, 0.4212], [1.3294, -2.3733, 1.1727], [-1.3683, 0.7112, -3.6567], [-2.8932, 1.7438, -4.7202]], "atomic_forces_ev_per_a": [[0.0, -0.1, 0.1], [0.0, 0.0, 0.1], [0.0, 0.0, 0.0], [0.2, 0.2, -0.1], [0.5, -0.1, 0.0], [-0.6, -0.2, -0.1], [0.0, 0.0, 0.1], [-0.6, 0.2, 0.4], [0.1, -1.3, 0.8], [0.1, -0.1, 0.1], [-0.1, 0.1, -0.2], [0.0, 0.0, 0.0], [0.0, 0.0, -0.1], [0.8, 0.2, -0.6], [0.0, 0.0, 0.0], [1.4, -0.3, -1.1], [-0.1, 0.0, 0.0], [0.2, 0.2, -0.3], [0.0, 0.0, 0.0], [0.0, 0.0, 0.0], [-1.1, -0.1, 0.7], [0.0, 0.0, 0.0], [0.0, 0.0, 0.0], [-0.3, 0.3, 0.0], [0.0, 0.0, 0.0], [0.1, 0.1, 0.0], [0.0, 0.0, 0.0], [0.0, 0.0, 0.0], [0.0, 0.0, 0.0], [0.0, 0.0, 0.0], [0.1, -0.2, 0.0], [0.0, 0.0, 0.0], [0.0, 0.0, 0.0], [0.0, 0.0, 0.0], [0.0, 0.0, 0.0], [0.1, 0.0, 0.0], [0.1, 0.1, 0.1], [0.0, 0.0, 0.0], [0.0, 0.0, 0.1], [0.1, 0.0, 0.1], [0.1, 0.1, -0.2], [-0.2, 0.1, 0.0], [0.0, 0.0, 0.0], [0.0, -0.1, 0.0], [0.0, 0.0, 0.0], [0.0, 0.1, 0.2], [0.0, 0.0, 0.0], [0.1, -0.3, 0.3], [-0.4, -0.3, 0.1], [0.0, 0.0, 0.0], [0.0, 0.0, 0.0], [0.0, 0.0, 0.0], [0.0, 0.0, -0.1], [-0.2, -0.2, 0.4], [0.0, 0.0, 0.0], [0.0, 0.0, 0.0], [-0.2, -0.1, 0.0], [0.0, 0.0, 0.0], [0.0, 0.1, 0.0], [0.0, -0.1, 0.0], [0.0, 0.0, 0.1], [0.0, -0.1, 0.0], [0.0, -0.1, 0.1], [-0.1, 0.9, -0.4], [0.0, 0.0, 0.0], [0.0, 0.0, 0.0], [-0.3, 0.3, -0.9], [0.0, 0.0, 0.0], [0.0, 0.0, 0.0], [-0.1, 0.0, 0.0], [0.0, 0.0, 0.0], [0.2, 0.0, -0.1], [0.0, 0.0, 0.0], [0.0, 0.0, -0.1], [0.1, 0.0, -0.1], [-0.1, 0.3, -0.2], [0.1, -0.1, 0.1], [-0.1, 0.2, -0.1], [0.0, -0.1, 0.0], [0.1, 0.0, 0.1], [0.1, -0.1, 0.1], [0.0, 0.0, -0.1], [0.0, 0.0, -0.1], [0.2, 0.5, 0.1], [0.0, 0.0, 0.0], [0.0, 0.0, 0.0], [0.1, 0.6, -0.2], [0.1, 0.0, 0.0], [0.0, 0.1, 0.0], [-0.1, 0.0, 0.0], [0.1, 0.1, 0.0], [0.1, -0.2, 0.1], [0.0, 0.0, 0.0], [0.1, 0.0, 0.0], [0.2, 0.0, -0.1], [-0.3, 0.1, 0.0], [0.0, 0.0, 0.1], [0.0, 0.0, 0.0], [-0.2, -0.3, 0.3], [-0.2, 0.2, -0.8], [0.0, 0.0, 0.0], [0.0, 0.0, 0.0], [0.0, 0.0, 0.0], [0.0, 0.2, -0.1], [0.0, 0.0, 0.0], [0.1, -0.1, 0.0], [0.3, -0.1, -0.2], [0.0, -0.1, 0.0], [-0.1, 0.0, 0.1], [0.5, 0.2, -0.8], [-0.1, -0.2, 0.1], [0.0, 0.0, 0.0], [0.0, 0.0, 0.0], [0.0, 0.0, 0.0], [0.5, -0.7, 0.8], [-1.1, 0.0, 1.0], [-0.1, -0.1, 0.2], [0.0, 0.0, 0.1]]}